{
  "formula": "C37H70BrF7INO3",
  "method": "wB97M-V/def2-TZVPD",
  "multiplicity": 1,
  "total_energy_ev": -144303.525,
  "e_lumo_ev": -0.80,
  "gap_ha": 0.3142,
  "elements": ["C", "C", "N", "C", "C", "C", "C", "O", "O", "C", "C", "F", "F", "C", "F", "F", "C", "F", "F", "F", "C", "Br", "I", "C", "C", "O", "H", "H", "H", "H", "H", "H", "H", "H", "H", "H", "H", "H", "H", "H", "C", "C", "C", "C", "C", "C", "H", "H", "H", "H", "H", "H", "H", "H", "H", "H", "H", "H", "H", "H", "C", "C", "C", "C", "C", "C", "H", "H", "H", "H", "H", "H", "H", "H", "H", "H", "H", "H", "H", "H", "C", "C", "C", "C", "C", "C", "H", "H", "H", "H", "H", "H", "H", "H", "H", "H", "H", "H", "H", "H", "C", "C", "C", "C", "C", "C", "H", "H", "H", "H", "H", "H", "H", "H", "H", "H", "H", "H", "H", "H"],
  "coordinates": [[-0.93, 0.13, -0.20], [-1.14, -0.74, 1.05], [-1.99, -1.92, 0.78], [-1.37, -3.22, 1.04], [-1.81, -4.34, 0.07], [-0.72, -5.25, -0.53], [-1.53, -6.29, -1.27], [-2.20, -7.16, -0.82], [-1.54, -6.01, -2.60], [-0.42, -5.23, -2.96], [-0.71, -4.34, -4.18], [0.41, -3.63, -4.43], [-0.92, -5.20, -5.23], [-1.92, -3.36, -4.25], [-1.77, -2.35, -3.37], [-1.90, -2.84, -5.51], [-3.36, -3.93, -4.05], [-4.23, -3.00, -4.45], [-3.56, -5.04, -4.74], [-3.60, -4.16, -2.75], [0.21, -4.70, -1.63], [0.72, -2.85, -1.53], [2.13, -5.80, -1.39], [-3.26, -1.82, 1.43], [-4.41, -2.44, 0.68], [-3.41, -1.26, 2.49], [-1.02, -0.48, -1.09], [-1.71, 0.89, -0.26], [0.04, 0.62, -0.19], [-1.62, -0.13, 1.81], [-0.18, -1.06, 1.45], [-0.29, -3.11, 1.08], [-1.66, -3.54, 2.05], [-2.45, -5.02, 0.63], [-2.43, -3.90, -0.70], [-0.14, -5.69, 0.27], [0.31, -5.92, -3.38], [-4.44, -3.51, 0.89], [-5.34, -1.99, 1.01], [-4.27, -2.33, -0.39], [5.79, -5.24, 0.78], [6.80, -5.26, -0.36], [6.56, -6.39, -1.36], [6.65, -7.80, -0.78], [7.99, -8.13, -0.12], [9.18, -8.06, -1.07], [5.83, -6.16, 1.38], [5.98, -4.41, 1.46], [4.78, -5.14, 0.39], [7.81, -5.33, 0.05], [6.75, -4.31, -0.89], [7.26, -6.28, -2.19], [5.56, -6.26, -1.80], [6.47, -8.52, -1.59], [5.85, -7.95, -0.06], [7.93, -9.14, 0.30], [8.16, -7.46, 0.73], [9.05, -8.76, -1.91], [10.10, -8.33, -0.56], [9.31, -7.06, -1.49], [-3.13, 5.34, 2.93], [-2.75, 3.99, 2.33], [-3.20, 3.82, 0.87], [-4.71, 3.89, 0.65], [-5.52, 2.87, 1.45], [-5.16, 1.43, 1.12], [-4.21, 5.49, 2.94], [-2.78, 5.42, 3.95], [-2.69, 6.16, 2.35], [-3.17, 3.19, 2.94], [-1.67, 3.87, 2.37], [-2.81, 2.87, 0.50], [-2.72, 4.60, 0.27], [-4.90, 3.74, -0.42], [-5.07, 4.89, 0.88], [-6.58, 3.04, 1.24], [-5.39, 3.04, 2.52], [-5.32, 1.22, 0.06], [-5.77, 0.73, 1.69], [-4.12, 1.21, 1.35], [-2.22, 6.46, 6.88], [-1.66, 7.44, 5.86], [-0.26, 7.07, 5.36], [0.82, 7.04, 6.44], [0.99, 8.35, 7.21], [1.42, 9.52, 6.32], [-1.61, 6.42, 7.78], [-3.23, 6.75, 7.18], [-2.27, 5.45, 6.46], [-1.65, 8.45, 6.28], [-2.33, 7.48, 4.99], [0.03, 7.76, 4.57], [-0.30, 6.08, 4.89], [1.77, 6.78, 5.97], [0.60, 6.24, 7.16], [1.75, 8.20, 7.98], [0.07, 8.61, 7.73], [2.36, 9.31, 5.82], [1.55, 10.43, 6.92], [0.67, 9.74, 5.56], [0.75, 0.17, -3.90], [-0.08, 1.45, -3.97], [-0.61, 1.76, -5.37], [0.47, 1.99, -6.42], [1.45, 3.11, -6.10], [0.79, 4.48, -5.97], [1.64, 0.24, -4.53], [1.08, -0.03, -2.88], [0.17, -0.69, -4.24], [0.50, 2.29, -3.59], [-0.94, 1.35, -3.29], [-1.27, 2.63, -5.31], [-1.24, 0.93, -5.70], [-0.02, 2.21, -7.38], [1.03, 1.07, -6.58], [2.20, 3.16, -6.89], [2.00, 2.88, -5.18], [0.28, 4.76, -6.89], [1.53, 5.26, -5.76], [0.06, 4.50, -5.16]],
  "mulliken_charge": [-0.0388, -1.0924, 0.6828, -1.4033, -0.8261, 0.4111, -0.2907, -0.5808, -0.4292, 0.2629, 0.2662, -0.2329, -0.2952, 0.8222, -0.1684, -0.3334, 0.4342, -0.2663, -0.2413, -0.1667, -0.7903, 0.0098, 0.3307, 0.4716, -1.2179, -0.5619, -0.3264, -0.0240, 0.4296, 0.5345, 0.4088, 0.8149, 0.2658, 0.5212, 0.1502, 0.9839, 0.5607, 0.3003, 0.4064, 0.2024, -0.9641, -0.4279, -0.5140, -0.6073, -0.4243, -1.1906, 0.2665, 0.3739, 0.0857, 0.2674, 0.3507, 0.3391, 0.1859, 0.3770, 0.2843, 0.3625, 0.2413, 0.2964, 0.3764, 0.2819, -0.9034, -0.3042, 0.0386, -0.9407, -0.6328, -0.6433, 0.3029, -0.0475, 0.3456, 0.2431, 0.3997, -0.4014, 0.4442, 0.4425, 0.3359, 0.4062, 0.3126, 0.3244, 0.3667, -0.0634, -1.2570, -0.5354, -0.3770, -0.8278, -0.3761, -1.1853, 0.3754, 0.3529, 0.2684, 0.3990, 0.3720, 0.3401, 0.2204, 0.3886, 0.3354, 0.3680, 0.2218, 0.2929, 0.3776, 0.2799, -0.9128, -0.1802, -0.8554, -0.7658, -0.3625, -1.2150, 0.4192, 0.2055, 0.1676, 0.3544, 0.1413, 0.3868, 0.3088, 0.4169, 0.2909, 0.3886, 0.2425, 0.2974, 0.3813, 0.2862]
}